[1]
Below is 8 unconnected molecules or ions with the total composition C42H40F2N6, with properties calculated with ωB97M-V/def2-TZVPD.

Positions of all 90 atoms, in Å:
N 8.90 18.05 9.09
C 9.13 16.92 8.45
C 8.60 16.61 7.21
C 7.78 17.54 6.59
C 7.54 18.73 7.26
C 8.14 18.96 8.48
H 9.78 16.21 8.95
H 8.81 15.65 6.76
H 7.20 17.38 5.69
H 6.88 19.47 6.84
H 7.89 19.84 9.06
N 14.85 12.46 4.48
C 16.08 12.33 4.94
C 16.43 12.48 6.28
C 15.46 12.97 7.13
C 14.16 13.15 6.67
C 13.90 12.81 5.36
H 16.88 12.06 4.25
H 17.44 12.29 6.62
H 15.69 13.09 8.19
H 13.38 13.36 7.38
H 12.90 12.78 4.95
N 21.32 18.98 11.29
C 20.17 19.04 11.96
C 18.96 18.62 11.44
C 18.93 18.09 10.16
C 20.14 17.95 9.50
C 21.30 18.41 10.10
H 20.25 19.44 12.96
H 18.01 18.74 11.95
H 18.02 17.71 9.71
H 20.16 17.61 8.47
H 22.23 18.39 9.54
N 16.56 16.13 16.58
C 16.57 15.82 15.30
C 17.70 15.86 14.49
C 18.92 16.13 15.08
C 18.93 16.42 16.43
C 17.74 16.41 17.14
H 15.60 15.65 14.84
H 17.57 15.78 13.41
H 19.82 16.21 14.49
H 19.85 16.58 16.99
H 17.71 16.60 18.21
N 13.48 16.06 11.77
C 14.72 16.35 11.40
C 15.22 16.09 10.13
C 14.35 15.68 9.13
C 13.03 15.52 9.48
C 12.66 15.63 10.81
H 15.44 16.64 12.16
H 16.28 16.20 9.92
H 14.73 15.66 8.12
H 12.30 15.21 8.73
H 11.64 15.44 11.14
N 15.62 10.93 10.48
C 14.97 12.00 10.94
C 15.41 12.74 12.03
C 16.59 12.37 12.66
C 17.24 11.24 12.22
C 16.73 10.57 11.12
H 14.05 12.26 10.44
H 14.91 13.64 12.37
H 16.91 12.96 13.51
H 18.09 10.80 12.73
H 17.22 9.69 10.71
F 16.99 16.50 7.36
C 17.39 16.97 6.15
C 16.47 17.67 5.38
C 16.92 18.20 4.18
C 18.24 18.05 3.78
C 19.12 17.32 4.57
C 18.71 16.83 5.79
H 15.44 17.70 5.69
H 16.19 18.71 3.55
H 18.53 18.34 2.77
H 20.14 17.20 4.22
H 19.35 16.24 6.43
F 7.88 17.78 16.21
C 8.36 17.65 14.96
C 9.20 16.59 14.67
C 9.64 16.49 13.36
C 9.28 17.42 12.40
C 8.35 18.41 12.69
C 7.89 18.52 13.99
H 9.42 15.84 15.42
H 10.25 15.66 13.00
H 9.69 17.34 11.40
H 8.00 19.10 11.94
H 7.16 19.25 14.32

The value obtained for the relative energy (zero: lowest compared OMol25 entry of this formula, charge and spin) is 18.0 kcal/mol. Its highest occupied orbital energy is -8.9676 eV. The value obtained for the largest force on an atom is 1.19 eV/Å. As for the molar mass: 666.820 g/mol. The gap between HOMO and LUMO is 0.344 Eh.



[2]
Below is 2 unconnected molecules or ions with the total composition C5H11N2, with properties calculated with ωB97M-V/def2-TZVPD.

Positions of all 18 atoms, in Å:
C 2.13 1.09 0.36
C 2.46 0.12 1.13
C -3.31 0.42 0.47
C 2.06 -0.87 -1.20
C -2.03 0.23 -0.20
N -1.00 -0.44 0.10
N 1.59 -0.16 0.01
H 2.21 2.00 -0.28
H 2.60 -0.26 2.07
H -4.21 0.43 -0.10
H -3.26 1.37 1.01
H -3.23 -0.23 1.39
H 2.37 -1.93 -1.02
H 1.20 -0.74 -1.92
H 2.99 -0.40 -1.65
H -2.01 0.83 -1.16
H 0.55 -0.38 0.04
H -1.10 -1.09 0.96

The value obtained for the relative energy (zero: lowest compared OMol25 entry of this formula, charge and spin) is 100.6 kcal/mol. Its highest occupied orbital energy is -14.1998 eV. The value obtained for the largest force on an atom is 3.89 eV/Å. As for the molar mass: 99.157 g/mol. The gap between HOMO and LUMO is 0.386 Eh. The total charge is +1.



[3]
Below is a molecular structure, C51H32CdCl6N7S2, with properties calculated with ωB97M-V/def2-TZVPD.

Positions of all 99 atoms, in Å:
Cd -0.24 0.03 0.04
Cl -8.75 4.15 2.52
C -7.21 3.54 1.95
C -6.49 4.27 1.04
C -5.26 3.78 0.60
C -4.76 2.57 1.07
C -5.51 1.86 2.00
C -6.74 2.33 2.44
C -3.45 2.02 0.58
C -2.59 1.47 1.63
C -2.54 1.95 2.96
C -1.74 1.07 3.66
C -1.34 0.05 2.76
C -0.69 -1.19 3.08
C -0.41 -1.47 4.51
C -1.40 -1.42 5.49
C -1.11 -1.66 6.82
C 0.19 -1.97 7.19
Cl 0.56 -2.27 8.86
C 1.19 -2.05 6.24
C 0.89 -1.80 4.91
C -0.31 -2.17 2.17
N -0.24 -2.00 0.81
C 0.06 -3.18 0.23
C 0.28 -3.38 -1.16
C 0.66 -4.73 -1.65
C -0.02 -5.29 -2.74
C 0.32 -6.54 -3.24
C 1.34 -7.26 -2.64
Cl 1.77 -8.83 -3.26
C 2.04 -6.73 -1.57
C 1.70 -5.47 -1.09
C 0.22 -2.34 -2.12
C 0.81 -2.35 -3.46
C 0.76 -1.09 -3.94
C 0.12 -0.28 -2.93
N -0.24 -1.10 -1.88
C -0.21 1.07 -2.85
C -0.99 1.35 -1.64
C -3.11 2.14 -2.77
C -4.12 2.40 -1.92
C -3.29 2.05 -0.75
N -2.20 1.77 -1.70
C 0.40 2.17 -3.62
C -0.15 3.46 -3.56
C 0.48 4.53 -4.16
C 1.67 4.33 -4.83
Cl 2.50 5.70 -5.53
C 2.24 3.07 -4.92
C 1.60 2.00 -4.31
C 0.15 -4.19 1.28
C -0.04 -3.56 2.47
N -1.85 0.35 1.50
H -6.87 5.22 0.67
H -4.67 4.37 -0.09
H -5.14 0.92 2.38
H -7.32 1.77 3.16
H -3.01 2.84 3.32
H -1.45 1.15 4.70
H -2.42 -1.19 5.20
H -1.89 -1.61 7.57
H 2.20 -2.29 6.54
H 1.67 -1.85 4.16
H -0.84 -4.74 -3.19
H -0.21 -6.96 -4.09
H 2.84 -7.29 -1.12
H 2.27 -5.05 -0.27
H 1.28 -3.20 -3.93
H 1.09 -0.76 -4.91
H -2.90 2.16 -3.83
H -5.14 2.71 -2.04
H -1.06 3.63 -3.01
H 0.06 5.53 -4.10
H 3.19 2.94 -5.41
H 2.09 1.04 -4.32
H 0.30 -5.24 1.13
H -0.06 -4.01 3.45
Cl 2.59 -0.98 -0.14
C 4.17 -0.62 -0.79
C 4.89 -1.70 -1.28
C 6.15 -1.49 -1.81
C 6.68 -0.21 -1.83
C 5.94 0.85 -1.33
Cl 6.67 2.43 -1.39
C 4.64 0.70 -0.77
S 3.72 2.00 -0.11
H 4.44 -2.69 -1.27
H 6.73 -2.33 -2.19
H 7.67 -0.02 -2.22
N 1.33 1.69 1.59
N 1.77 3.02 1.51
C 1.19 3.90 0.63
N 2.08 4.77 0.10
S -0.44 3.98 0.31
H 1.31 1.43 2.57
H 2.04 1.14 1.11
H 2.78 3.08 1.51
H 3.00 4.41 -0.11
H 1.69 5.36 -0.62

The value obtained for the relative energy (zero: lowest compared OMol25 entry of this formula, charge and spin) is 114.5 kcal/mol. Its highest occupied orbital energy (spin up / spin down) is -4.0340 / -3.9837 eV. The value obtained for the largest force on an atom is 1.08 eV/Å. As for the molar mass: 1132.130 g/mol. The gap between HOMO and LUMO (spin up / spin down) is 0.182 / 0.182 Eh. The total charge is -1.



[4]
Below is 2 unconnected molecules or ions with the total composition C4H12S, with properties calculated with ωB97M-V/def2-TZVPD.

Positions of all 17 atoms, in Å:
C -2.99 -0.87 2.53
C -3.06 -1.35 1.05
H -3.93 -0.41 3.08
H -2.28 -0.06 2.63
H -2.76 -1.63 3.21
H -3.92 -0.87 0.58
H -2.22 -1.03 0.31
H -2.95 -2.43 0.97
C 1.82 0.85 -2.50
C 1.08 1.15 -1.24
S 1.84 0.15 0.04
H 2.66 0.07 -2.40
H 2.23 1.82 -2.86
H 1.16 0.52 -3.35
H 1.01 2.27 -1.03
H -0.05 0.89 -1.33
H 0.55 -0.29 0.53

The value obtained for the relative energy (zero: lowest compared OMol25 entry of this formula, charge and spin) is 31.8 kcal/mol. Its highest occupied orbital energy is -8.9700 eV. The value obtained for the largest force on an atom is 3.18 eV/Å. As for the molar mass: 92.207 g/mol. The gap between HOMO and LUMO is 0.356 Eh.